Computed, not measured: a 2-piece molecular cluster, C55H64N5O3 overall at a distorted geometry, with ωB97M-V/def2-TZVPD.

Calculated values
Orbital gap, eV: 3.9
Total charge: +1
LUMO energy, eV: -4.05

Each line ends with the Mulliken charge.
Element x y z (Å)
C 1.486 -6.038 -3.678  -0.856
O 0.448 -5.919 -2.680  -0.496
C 0.542 -4.940 -1.735  0.760
C 1.735 -4.253 -1.431  -1.072
C 1.733 -3.294 -0.433  -1.219
C 0.546 -2.924 0.244  1.353
C 0.570 -1.823 1.170  -1.520
N -0.518 -0.979 1.364  1.904
C -1.753 -0.892 0.650  -0.302
C -2.956 -0.888 1.371  0.575
C -3.023 -0.912 2.903  1.569
C -3.443 -2.291 3.408  -1.460
C -3.924 0.197 3.448  -1.652
C -4.149 -0.937 0.651  -0.465
C -4.148 -0.925 -0.740  -1.565
C -2.949 -0.799 -1.435  -0.545
C -1.740 -0.711 -0.746  0.235
C -0.476 -0.283 -1.489  1.463
C -0.496 1.226 -1.741  -1.671
C -0.266 -1.058 -2.787  -1.669
N -0.243 -0.034 2.294  -1.478
N 1.061 -0.220 2.602  2.416
C 1.651 0.617 3.624  -1.467
C 1.374 0.355 4.975  0.432
C 0.518 -0.853 5.342  2.370
C -0.327 -0.629 6.597  -2.109
C 1.338 -2.133 5.451  -0.937
C 1.874 1.230 5.944  -0.556
C 2.625 2.346 5.570  -1.520
C 2.845 2.616 4.222  -0.217
C 2.337 1.776 3.234  0.508
C 2.467 2.186 1.765  1.417
C 3.914 2.143 1.286  -1.475
C 1.847 3.564 1.529  -1.534
C 1.592 -1.382 2.004  1.569
C 2.821 -1.919 2.338  -1.315
C -0.644 -3.648 -0.061  0.242
C -0.640 -4.636 -1.011  -0.774
H 1.142 -6.857 -4.312  0.296
H 1.567 -5.116 -4.271  0.327
H 2.453 -6.295 -3.226  0.266
H 2.663 -4.475 -1.962  0.449
H 2.652 -2.771 -0.183  0.745
H -2.014 -0.694 3.266  -0.585
H -2.774 -3.062 3.006  0.304
H -3.399 -2.339 4.503  0.421
H -4.468 -2.522 3.083  0.348
H -3.566 1.172 3.103  0.411
H -4.959 0.068 3.112  0.311
H -3.910 0.201 4.543  0.438
H -5.093 -0.991 1.201  0.348
H -5.087 -0.995 -1.292  0.383
H -2.940 -0.737 -2.521  0.389
H 0.377 -0.507 -0.837  -0.234
H -0.575 1.773 -0.794  0.385
H 0.417 1.554 -2.253  0.414
H -1.365 1.489 -2.361  0.365
H -0.322 -2.137 -2.614  0.263
H -1.023 -0.776 -3.529  0.435
H 0.727 -0.838 -3.202  0.400
H -0.179 -0.972 4.501  -0.846
H -0.875 0.318 6.526  0.470
H -1.060 -1.438 6.710  0.407
H 0.301 -0.606 7.496  0.430
H 1.973 -2.274 4.570  0.002
H 1.984 -2.098 6.339  0.356
H 0.681 -3.008 5.535  0.323
H 1.664 1.043 6.998  0.312
H 3.008 3.028 6.330  0.367
H 3.399 3.504 3.910  0.398
H 1.900 1.451 1.183  -0.505
H 4.320 1.133 1.393  0.301
H 3.979 2.424 0.229  0.437
H 4.535 2.834 1.870  0.319
H 0.802 3.570 1.857  0.362
H 2.390 4.330 2.095  0.346
H 1.873 3.824 0.465  0.406
H 3.447 -1.389 3.046  0.365
H 3.123 -2.799 1.790  -0.637
H -1.572 -3.414 0.463  0.289
H -1.537 -5.212 -1.233  0.330
C -2.622 -7.801 1.173  -1.036
O -1.337 -7.169 0.997  -0.300
C -0.531 -6.981 2.070  0.095
C 0.756 -6.452 1.785  -0.194
C 1.580 -6.113 2.834  1.047
C 1.150 -6.361 4.157  0.082
C -0.074 -6.938 4.458  -1.422
C -0.928 -7.259 3.404  -0.912
N 2.209 -6.066 5.020  0.333
C 2.194 -6.308 6.450  -0.948
C 3.272 -5.601 4.303  -1.067
C 2.967 -5.649 2.921  1.263
C 3.846 -5.457 1.847  -0.003
C 5.226 -5.178 2.020  0.095
C 5.805 -4.312 2.967  -1.239
N 7.165 -4.424 2.920  0.135
C 8.075 -3.734 3.817  -0.918
C 7.529 -5.344 1.938  -0.111
C 6.341 -5.864 1.361  0.215
C 6.409 -6.973 0.527  0.218
C 7.691 -7.523 0.244  0.352
O 7.904 -8.647 -0.489  -0.451
C 6.803 -9.452 -0.952  -0.746
C 8.871 -6.929 0.775  -0.829
C 8.791 -5.855 1.648  -0.978
H -3.008 -7.899 0.156  0.263
H -2.521 -8.791 1.639  0.392
H -3.291 -7.167 1.773  0.381
H 1.072 -6.293 0.760  0.413
H -0.345 -7.147 5.489  0.292
H -1.901 -7.707 3.608  0.468
H 1.188 -6.631 6.730  0.306
H 2.920 -7.087 6.730  0.339
H 2.437 -5.391 7.001  0.336
H 4.215 -5.329 4.765  0.783
H 3.485 -5.690 0.841  0.529
H 5.307 -3.641 3.663  0.819
H 9.102 -4.048 3.610  0.286
H 8.005 -2.647 3.675  0.327
H 7.825 -3.962 4.864  0.326
H 5.493 -7.419 0.135  0.448
H 7.291 -10.262 -1.496  0.244
H 6.224 -9.861 -0.113  0.326
H 6.150 -8.886 -1.629  0.291
H 9.825 -7.374 0.497  0.452
H 9.679 -5.430 2.109  0.253